{"formula": "C3H2O3", "method": "wB97M-V/def2-TZVPD", "symbols": ["O", "O", "O", "C", "C", "C", "H", "H"], "positions_angstrom": [[-0.373791, -2.452817, -0.096971], [-3.461783, -0.235121, 0.056896], [-0.017773, -0.161617, 0.113585], [-2.409556, 0.240646, -0.022421], [0.331300, -1.522998, 0.093500], [-1.217853, 0.752942, -0.061973], [1.405818, -1.514451, 0.290586], [-0.886453, 1.738397, -0.295981]], "atomic_forces_ev_per_a": [[-0.17, -0.06, 0.01], [0.08, 0.14, -0.05], [-0.27, 0.88, 0.10], [-1.01, -0.49, 0.11], [-1.43, 1.93, -0.23], [2.94, -2.59, 0.05], [0.05, -0.07, 0.01], [-0.20, 0.25, -0.01]], "mulliken_charge": [-0.439, -0.316, -0.333, 0.730, 0.213, -0.529, 0.339, 0.335], "orbital_gap_ev": 9.303, "relative_energy_ev": 2.261, "smiles": "O=C=COC=O"}

***

{"formula": "C5H8S", "method": "wB97M-V/def2-TZVPD", "symbols": ["S", "C", "C", "C", "C", "C", "H", "H", "H", "H", "H", "H", "H", "H"], "positions_angstrom": [[-2.918496, 0.911531, -1.005539], [0.542180, 0.033113, 1.492767], [-1.810619, 0.293162, 0.155038], [0.414843, -0.295687, 0.043853], [1.596986, -0.452300, -0.826847], [-0.787277, -0.367057, -0.554249], [2.443975, -0.824544, -0.236336], [-3.653097, 1.687130, -0.193377], [0.837713, -0.860086, 2.044024], [1.280083, 0.809164, 1.678829], [-0.838724, -0.664815, -1.599665], [1.417514, -1.142941, -1.641184], [-0.426946, 0.359260, 1.868856], [1.901865, 0.514070, -1.226169]], "atomic_forces_ev_per_a": [[0.23, -0.08, 0.54], [-0.03, 0.06, 0.16], [-1.49, 0.69, -0.87], [-0.15, 0.05, -0.11], [1.18, -0.43, 0.76], [-0.15, -0.18, 0.12], [0.00, 0.04, -0.19], [-0.14, -0.13, 0.02], [0.25, -0.09, -0.02], [0.18, 0.06, -0.02], [-0.02, 0.00, -0.12], [-0.11, 0.00, -0.24], [0.25, -0.07, 0.05], [-0.02, 0.09, -0.08]], "mulliken_charge": [-0.171, -1.179, -0.625, 0.752, -1.283, -0.058, 0.339, 0.151, 0.281, 0.317, 0.313, 0.409, 0.473, 0.280], "orbital_gap_ev": 8.254, "relative_energy_ev": 2.718}

***

- Which formula does entry 2 have?
  C5H8S

***

- Number 2 is which compound?
  C5H8S